[1]
Entry from the OMol25 dataset: a single C4H7NO molecule (ωB97M-V with the def2-TZVPD basis set).

As for the gap between HOMO and LUMO: 10.46 eV. For the HOMO energy, the calculation gives -9.7628 eV. As for the total energy: -286.5037 a.u. The relative energy (zero: lowest compared OMol25 entry of this formula, charge and spin) is 80.3 kcal/mol.

Last column: Mulliken charge in e.
Geometry (Å):
C: 0.50 -1.44 -1.51  -0.339
C: -0.07 1.57 -0.28  -0.620
C: 0.05 0.19 0.19  1.204
C: -0.24 -0.14 1.60  -1.386
N: 0.92 -0.83 -0.33  -0.515
O: -1.05 0.64 -0.57  -0.485
H: 1.24 -2.09 -1.91  0.288
H: -0.45 -1.37 -1.99  0.255
H: -0.44 2.23 0.42  0.284
H: 0.47 1.87 -1.17  0.253
H: 0.66 -0.47 2.06  0.393
H: -1.01 -0.89 1.48  0.266
H: -0.59 0.72 2.01  0.402

=====

[2]
Entry from the OMol25 dataset: a molecular structure, C4H7NO (ωB97M-V with the def2-TZVPD basis set).

As for the gap between HOMO and LUMO: 11.39 eV. For the HOMO energy, the calculation gives -10.5185 eV. As for the total energy: -286.5034 a.u. The relative energy (zero: lowest compared OMol25 entry of this formula, charge and spin) is 80.5 kcal/mol.

Last column: Mulliken charge in e.
Geometry (Å):
O: 1.58 0.19 1.08  -0.534
C: 1.29 0.27 -0.30  -0.622
C: 0.09 -0.59 -0.68  -0.307
C: -1.10 -0.45 0.25  -0.267
C: -1.18 1.25 0.75  -0.332
N: -2.13 1.12 0.05  -0.243
H: 0.94 0.77 1.52  0.365
H: 2.17 -0.07 -0.84  0.366
H: 1.10 1.31 -0.60  0.336
H: 0.37 -1.65 -0.63  0.288
H: -0.22 -0.38 -1.71  0.297
H: -0.92 -0.83 1.25  0.294
H: -1.99 -0.93 -0.15  0.358

=====

[3]
Entry from the OMol25 dataset: a single C4H7NO molecule (ωB97M-V with the def2-TZVPD basis set).

As for the gap between HOMO and LUMO: 9.13 eV. For the HOMO energy, the calculation gives -8.9644 eV. As for the total energy: -286.4900 a.u. The relative energy (zero: lowest compared OMol25 entry of this formula, charge and spin) is 88.9 kcal/mol.

Last column: Mulliken charge in e.
Geometry (Å):
C: 1.20 -0.70 -0.91  -1.168
C: -0.11 -0.34 -0.23  0.967
C: -0.24 -0.44 1.18  -0.679
O: -0.68 1.72 1.14  -0.592
C: -1.05 1.62 -0.05  0.091
N: -0.95 0.55 -0.86  -0.695
H: 1.00 -0.99 -1.94  0.318
H: 1.73 -1.51 -0.40  0.334
H: 1.83 0.20 -0.92  0.292
H: -0.60 -1.41 0.10  0.147
H: 0.56 -0.86 1.80  0.316
H: -1.22 -0.35 1.62  0.286
H: -1.47 2.51 -0.54  0.384

=====

[4]
Entry from the OMol25 dataset: a single C4H7NO molecule (ωB97M-V with the def2-TZVPD basis set).

As for the gap between HOMO and LUMO: 11.42 eV. For the HOMO energy, the calculation gives -10.5558 eV. As for the total energy: -286.4869 a.u. The relative energy (zero: lowest compared OMol25 entry of this formula, charge and spin) is 90.8 kcal/mol.

Last column: Mulliken charge in e.
Geometry (Å):
C: 0.23 -1.40 -0.46  -1.073
C: 1.13 0.05 0.32  -0.497
O: 0.36 0.69 1.25  -0.366
C: -0.93 0.74 0.71  0.071
C: -1.04 1.72 -0.39  0.229
N: -1.09 2.40 -1.33  -0.424
H: -0.69 -2.03 -0.24  0.350
H: 0.14 -1.21 -1.54  0.342
H: 1.03 -2.08 -0.25  0.346
H: 1.29 0.65 -0.59  0.325
H: 2.09 -0.19 0.81  0.347
H: -1.64 0.96 1.51  0.314
H: -0.88 -0.30 0.18  0.036

=====

[5]
Entry from the OMol25 dataset: a single C4H7NO molecule (ωB97M-V with the def2-TZVPD basis set).

As for the gap between HOMO and LUMO: 10.38 eV. For the HOMO energy, the calculation gives -9.5003 eV. As for the total energy: -286.5240 a.u. The relative energy (zero: lowest compared OMol25 entry of this formula, charge and spin) is 67.5 kcal/mol.

Last column: Mulliken charge in e.
Geometry (Å):
N: 2.39 -0.03 0.54  -0.658
C: 1.18 0.05 0.21  0.394
C: 0.05 -0.86 0.63  -0.357
C: -1.00 -0.60 -0.47  -0.473
C: -0.74 0.89 -0.68  -0.276
O: 0.66 1.03 -0.64  -0.398
H: 2.93 0.72 0.11  0.275
H: 0.39 -1.89 0.74  0.286
H: -0.34 -0.52 1.60  0.244
H: -2.03 -0.72 -0.16  0.279
H: -0.80 -1.26 -1.33  0.263
H: -1.33 1.47 0.34  0.060
H: -1.36 1.73 -0.89  0.360

=====

[6]
Entry from the OMol25 dataset: a molecular structure, C4H7NO (ωB97M-V with the def2-TZVPD basis set).

As for the gap between HOMO and LUMO: 10.35 eV. For the HOMO energy, the calculation gives -9.5824 eV. As for the total energy: -286.4795 a.u. The relative energy (zero: lowest compared OMol25 entry of this formula, charge and spin) is 95.5 kcal/mol.

Last column: Mulliken charge in e.
Geometry (Å):
O: -0.20 1.78 0.89  -0.545
C: -0.06 0.57 0.25  0.340
C: 1.17 -0.34 0.06  -0.509
N: -0.02 -1.20 -0.45  -0.468
C: -0.71 -0.72 0.77  -0.404
C: -0.48 0.09 -1.14  -0.346
H: 0.35 2.44 0.46  0.326
H: 1.73 -0.54 -0.84  0.309
H: 1.70 -0.58 1.00  0.258
H: -1.80 -0.83 0.72  0.264
H: -0.28 -1.20 1.65  0.253
H: 0.13 0.43 -1.99  0.265
H: -1.54 0.09 -1.38  0.257

=====

[7]
Entry from the OMol25 dataset: a single C4H7NO molecule (ωB97M-V with the def2-TZVPD basis set).

As for the gap between HOMO and LUMO: 8.67 eV. For the HOMO energy, the calculation gives -8.2978 eV. As for the total energy: -286.4070 a.u. The relative energy (zero: lowest compared OMol25 entry of this formula, charge and spin) is 141.0 kcal/mol.

Last column: Mulliken charge in e.
Geometry (Å):
O: 1.47 0.85 0.59  -0.188
C: 2.46 0.89 -0.30  -0.222
C: 0.93 -0.45 0.19  -0.660
C: -0.51 -0.35 0.56  0.197
C: -1.45 0.34 -0.35  -0.448
N: -1.39 -1.12 -0.28  -0.601
H: 2.25 1.83 -0.87  0.134
H: 1.50 -1.25 0.64  0.300
H: 0.96 -0.58 -0.91  0.354
H: -0.68 -0.27 1.63  0.401
H: -1.10 0.78 -1.28  0.207
H: -2.29 0.85 0.11  0.276
H: -2.16 -1.51 0.26  0.252

=====

[8]
Entry from the OMol25 dataset: a single C4H7NO molecule (ωB97M-V with the def2-TZVPD basis set).

As for the gap between HOMO and LUMO: 9.87 eV. For the HOMO energy, the calculation gives -8.9452 eV. As for the total energy: -286.5252 a.u. The relative energy (zero: lowest compared OMol25 entry of this formula, charge and spin) is 66.8 kcal/mol.

Last column: Mulliken charge in e.
Geometry (Å):
C: 1.88 -0.15 0.04  -0.698
C: 0.58 -0.28 0.73  0.520
N: 0.02 0.83 1.05  -0.513
C: -1.01 0.83 0.03  -0.504
C: -1.46 -0.62 -0.09  -0.285
O: -0.20 -1.27 0.19  -0.338
H: 2.55 0.57 0.50  0.316
H: 1.38 0.35 -0.86  0.159
H: 2.34 -1.07 -0.31  0.309
H: -1.75 1.63 0.11  0.374
H: -0.35 1.00 -0.90  0.159
H: -1.74 -0.88 -1.11  0.235
H: -2.23 -0.94 0.62  0.266

=====

[9]
Entry from the OMol25 dataset: a single C4H7NO molecule (ωB97M-V with the def2-TZVPD basis set).

As for the gap between HOMO and LUMO: 9.47 eV. For the HOMO energy, the calculation gives -8.5595 eV. As for the total energy: -286.4771 a.u. The relative energy (zero: lowest compared OMol25 entry of this formula, charge and spin) is 97.0 kcal/mol.

Last column: Mulliken charge in e.
Geometry (Å):
C: -1.86 -1.71 0.07  -0.285
N: -0.98 -0.84 0.52  -0.230
C: -0.08 -0.03 -0.29  0.208
C: 0.11 1.43 0.12  -0.491
O: 1.53 1.27 0.19  -0.385
C: 1.43 -0.14 -0.07  -0.500
H: -1.61 -1.78 -1.02  0.129
H: -0.41 -0.18 -1.31  0.329
H: -1.01 -0.60 1.51  0.198
H: -0.34 1.69 1.09  0.268
H: -0.20 2.17 -0.63  0.242
H: 1.73 -0.75 0.79  0.281
H: 2.01 -0.44 -0.95  0.234

=====

[10]
Entry from the OMol25 dataset: a single C4H7NO molecule (ωB97M-V with the def2-TZVPD basis set).

As for the gap between HOMO and LUMO: 8.82 eV. For the HOMO energy, the calculation gives -9.4874 eV. As for the total energy: -286.4454 a.u. The relative energy (zero: lowest compared OMol25 entry of this formula, charge and spin) is 116.9 kcal/mol.

Last column: Mulliken charge in e.
Geometry (Å):
N: -0.90 -2.25 -0.10  -0.667
C: -0.43 -1.08 0.00  0.648
C: -1.32 0.13 -0.16  -0.958
C: 0.97 1.32 -0.85  -0.431
C: 1.26 0.52 0.35  -0.327
O: 0.89 -0.85 0.25  -0.389
H: -0.15 -2.94 0.04  0.276
H: -2.29 -0.18 -0.53  0.298
H: -1.43 0.67 0.78  0.324
H: 0.95 2.38 -0.51  0.220
H: -0.88 0.81 -0.92  0.350
H: 0.97 0.91 1.34  0.339
H: 2.37 0.56 0.31  0.318

=====

[11]
Entry from the OMol25 dataset: a single C4H7NO molecule (ωB97M-V with the def2-TZVPD basis set).

As for the gap between HOMO and LUMO: 10.41 eV. For the HOMO energy, the calculation gives -9.3682 eV. As for the total energy: -286.5335 a.u. The relative energy (zero: lowest compared OMol25 entry of this formula, charge and spin) is 61.6 kcal/mol.

Last column: Mulliken charge in e.
Geometry (Å):
O: -2.14 0.03 0.07  -0.554
C: -0.89 0.30 -0.48  0.036
C: 0.15 1.20 0.28  -0.749
C: 1.16 0.07 0.10  -0.017
N: 0.59 -1.07 0.85  -0.567
C: 0.15 -0.81 -0.54  -0.460
H: -2.03 -0.69 0.70  0.343
H: -1.06 0.71 -1.48  0.340
H: -0.09 1.41 1.33  0.286
H: 0.39 2.12 -0.25  0.264
H: 2.22 0.13 -0.11  0.420
H: 1.26 -1.83 0.82  0.242
H: 0.27 -1.58 -1.30  0.415

=====

[12]
Entry from the OMol25 dataset: a single C4H7NO molecule (ωB97M-V with the def2-TZVPD basis set).

As for the gap between HOMO and LUMO: 10.34 eV. For the HOMO energy, the calculation gives -9.4203 eV. As for the total energy: -286.4710 a.u. The relative energy (zero: lowest compared OMol25 entry of this formula, charge and spin) is 100.8 kcal/mol.

Last column: Mulliken charge in e.
Geometry (Å):
O: 2.16 0.45 0.05  -0.535
C: 0.83 0.34 -0.41  0.145
C: 0.33 -0.97 0.08  -0.792
C: -1.14 -0.40 -0.08  -0.371
N: -1.24 0.46 1.11  -0.602
C: -0.56 0.97 -0.09  -0.191
H: 2.37 -0.53 0.03  0.347
H: 0.80 0.42 -1.52  0.225
H: 0.46 -0.97 1.17  0.349
H: 1.08 -1.75 -0.28  0.395
H: -2.01 -0.77 -0.62  0.426
H: -2.17 0.90 1.14  0.253
H: -0.93 1.86 -0.59  0.352

=====

[13]
Entry from the OMol25 dataset: a molecular structure, C4H7NO (ωB97M-V with the def2-TZVPD basis set).

As for the gap between HOMO and LUMO: 10.51 eV. For the HOMO energy, the calculation gives -9.5507 eV. As for the total energy: -286.5466 a.u. The relative energy (zero: lowest compared OMol25 entry of this formula, charge and spin) is 53.4 kcal/mol.

Last column: Mulliken charge in e.
Geometry (Å):
C: 2.12 0.35 0.40  -0.712
N: 1.36 -0.77 -0.25  -0.580
C: 0.15 -0.46 -0.29  0.620
C: -1.29 -0.93 -0.61  -0.447
C: -1.65 0.41 0.07  -0.254
O: -0.28 0.76 0.18  -0.395
H: 1.55 1.21 0.79  0.275
H: 2.82 0.76 -0.33  0.286
H: 2.64 -0.07 1.26  0.296
H: -1.66 -1.83 -0.11  0.239
H: -1.56 -0.96 -1.67  0.211
H: -2.13 1.18 -0.52  0.233
H: -2.07 0.34 1.08  0.229

=====

[14]
Entry from the OMol25 dataset: 2 unconnected molecules or ions with the total composition C4H7NO (ωB97M-V with the def2-TZVPD basis set).

As for the gap between HOMO and LUMO: 10.55 eV. For the HOMO energy, the calculation gives -9.5178 eV. As for the total energy: -286.5552 a.u. The relative energy (zero: lowest compared OMol25 entry of this formula, charge and spin) is 47.9 kcal/mol.

Last column: Mulliken charge in e.
Geometry (Å):
C: -2.87 0.60 -0.05  0.126
C: 0.67 0.37 0.03  0.750
C: 0.80 -0.39 -1.26  -1.062
C: 0.95 -0.27 1.33  -1.017
N: -2.20 -0.34 -0.10  -0.393
O: 0.48 1.59 -0.09  -0.572
H: -3.49 1.49 0.07  0.274
H: 0.31 0.18 -2.18  0.243
H: 0.47 -1.41 -1.24  0.345
H: 1.79 -0.59 -1.67  0.387
H: 2.01 -0.15 1.42  0.352
H: 0.68 -1.33 1.53  0.320
H: 0.41 0.26 2.20  0.246

=====

[15]
Entry from the OMol25 dataset: 2 unconnected molecules or ions with the total composition C4H7NO (ωB97M-V with the def2-TZVPD basis set).

As for the gap between HOMO and LUMO: 10.76 eV. For the HOMO energy, the calculation gives -9.8983 eV. As for the total energy: -286.5045 a.u. The relative energy (zero: lowest compared OMol25 entry of this formula, charge and spin) is 79.8 kcal/mol.

Last column: Mulliken charge in e.
Geometry (Å):
C: 1.50 -0.68 -2.56  -0.082
C: 0.57 -0.44 -1.89  -0.686
C: -1.06 0.42 1.09  0.629
C: 0.11 -0.24 1.79  -0.900
H: 2.29 -0.73 -3.36  0.363
H: -0.32 -0.62 -1.15  0.404
H: -1.52 1.22 -0.79  0.228
H: 0.17 0.86 -0.54  0.325
H: 0.06 0.00 2.86  0.302
H: 1.05 0.18 1.43  0.327
H: 0.08 -1.35 1.69  0.238
N: -0.78 0.89 -0.18  -0.542
O: -2.16 0.49 1.61  -0.606

=====

[16]
Entry from the OMol25 dataset: a single C4H7NO molecule (ωB97M-V with the def2-TZVPD basis set).

As for the gap between HOMO and LUMO: 10.85 eV. For the HOMO energy, the calculation gives -9.8669 eV. As for the total energy: -286.6064 a.u. The relative energy (zero: lowest compared OMol25 entry of this formula, charge and spin) is 15.9 kcal/mol.

Last column: Mulliken charge in e.
Geometry (Å):
N: -1.31 1.74 -0.42  -0.440
C: -0.78 0.73 0.34  0.452
O: -1.28 0.39 1.40  -0.616
C: 0.44 0.09 -0.24  -0.103
C: 0.40 -1.42 -0.35  -0.534
C: 1.25 -0.78 0.69  -0.557
H: -1.07 1.81 -1.40  0.219
H: -2.23 2.07 -0.15  0.256
H: 0.96 0.63 -1.02  0.340
H: -0.52 -1.91 -0.02  0.237
H: 0.87 -1.87 -1.22  0.259
H: 2.33 -0.78 0.55  0.247
H: 0.90 -0.82 1.71  0.240

=====

[17]
Entry from the OMol25 dataset: a single C4H7NO molecule (ωB97M-V with the def2-TZVPD basis set).

As for the gap between HOMO and LUMO: 11.50 eV. For the HOMO energy, the calculation gives -10.6446 eV. As for the total energy: -286.5729 a.u. The relative energy (zero: lowest compared OMol25 entry of this formula, charge and spin) is 36.9 kcal/mol.

Last column: Mulliken charge in e.
Geometry (Å):
C: -1.41 -0.87 -0.10  -0.983
C: -0.78 0.44 -0.55  -0.372
O: -0.09 1.05 0.54  -0.372
C: 1.30 0.90 0.53  -0.277
C: 1.76 -0.51 0.37  0.274
N: 2.12 -1.59 0.21  -0.393
H: -2.13 -0.68 0.69  0.277
H: -1.92 -1.36 -0.94  0.319
H: -0.65 -1.56 0.28  0.293
H: -1.54 1.15 -0.87  0.323
H: -0.09 0.28 -1.40  0.333
H: 1.66 1.26 1.50  0.299
H: 1.78 1.48 -0.26  0.279

=====

[18]
Entry from the OMol25 dataset: a single C4H7NO molecule (ωB97M-V with the def2-TZVPD basis set).

As for the gap between HOMO and LUMO: 8.08 eV. For the HOMO energy, the calculation gives -7.7637 eV. As for the total energy: -286.4665 a.u. The relative energy (zero: lowest compared OMol25 entry of this formula, charge and spin) is 103.7 kcal/mol.

Last column: Mulliken charge in e.
Geometry (Å):
C: -1.45 -1.19 -0.07  -0.984
C: -0.46 -0.16 -0.54  -0.188
C: 1.87 0.34 0.23  -0.568
O: 0.53 0.08 0.71  -0.219
C: -0.92 1.15 -0.80  0.280
N: -1.18 2.27 -1.04  -0.499
H: -0.96 -2.15 0.11  0.306
H: -2.05 -0.93 0.82  0.265
H: -2.15 -1.35 -0.90  0.341
H: 2.50 0.54 1.10  0.286
H: 1.85 1.18 -0.46  0.324
H: 2.18 -0.57 -0.28  0.257
H: 0.22 0.82 1.25  0.398

=====

[19]
Entry from the OMol25 dataset: 2 unconnected molecules or ions with the total composition C4H7NO (ωB97M-V with the def2-TZVPD basis set).

As for the gap between HOMO and LUMO: 9.74 eV. For the HOMO energy, the calculation gives -9.0986 eV. As for the total energy: -286.4809 a.u. The relative energy (zero: lowest compared OMol25 entry of this formula, charge and spin) is 94.6 kcal/mol.

Last column: Mulliken charge in e.
Geometry (Å):
C: 2.13 -0.21 0.10  -1.020
C: 0.70 0.18 0.14  0.781
N: 0.10 1.18 -0.35  -0.522
C: -1.29 1.01 0.07  -0.091
C: -1.39 -0.27 0.86  -0.491
O: -0.15 -0.71 0.87  -0.139
H: 2.50 -0.33 1.12  0.299
H: 2.70 0.56 -0.42  0.308
H: 2.25 -1.17 -0.41  0.289
H: -1.59 1.84 0.74  0.295
H: -1.98 1.03 -0.78  0.252
H: -1.87 -1.55 -1.32  0.016
H: -2.11 -1.57 -0.61  0.024